[1]
{
  "formula": "C19H14AsCl2N5PtS5",
  "method": "ωB97M-V/def2-TZVPD",
  "species": ["Pt", "N", "C", "S", "N", "N", "C", "C", "C", "C", "C", "C", "C", "C", "C", "C", "C", "C", "N", "H", "H", "H", "H", "H", "H", "H", "H", "H", "H", "H", "S", "As", "S", "S", "S", "Cl", "C", "C", "C", "C", "C", "Cl", "C", "N", "H", "H", "H"],
  "xyz": [[1.1525, 1.4565, -1.6394], [4.7386, -1.5176, -1.3312], [3.4229, -1.8522, -1.3409], [2.6980, -3.2749, -1.7609], [2.6321, -0.8604, -0.8577], [1.7471, -0.1963, -0.5176], [-1.8459, -1.8218, 1.4555], [-0.7206, -2.0952, 2.4479], [-0.7951, -1.5790, 3.7429], [0.1816, -1.8532, 4.6883], [1.2578, -2.6706, 4.3682], [1.3412, -3.2064, 3.0895], [0.3627, -2.9235, 2.1475], [-0.9346, 1.3563, 0.5611], [-1.9365, 1.7952, 1.3997], [-1.9880, 3.1582, 1.6337], [-1.0343, 3.9892, 1.0460], [-0.0535, 3.4542, 0.2343], [-0.0239, 2.1268, 0.0131], [5.3111, -2.1353, -1.8822], [4.9716, -0.5359, -1.3776], [-1.6373, -0.9438, 3.9932], [0.1053, -1.4206, 5.6793], [2.0246, -2.8818, 5.1033], [2.1784, -3.8375, 2.8158], [0.4453, -3.3334, 1.1457], [-2.6303, 1.0685, 1.8207], [-2.7644, 3.5876, 2.2594], [-1.0498, 5.0590, 1.2051], [0.7035, 4.0589, -0.2560], [5.1956, 3.4487, -3.7137], [3.3498, 3.6060, -2.7570], [1.7711, 2.2005, -3.6409], [3.1870, 2.4189, -0.8812], [2.4432, 5.4837, -2.5321], [-0.9699, -0.9179, 0.2935], [-2.0138, -0.8368, -1.1709], [-3.1196, -1.6591, -1.1011], [-4.0226, -1.6703, -2.1437], [-3.7704, -0.7989, -3.2187], [-2.6688, -0.0008, -3.2543], [-2.4829, 1.0550, -4.6342], [-1.5872, 0.0467, -2.2411], [-0.5787, 0.7842, -2.4949], [-3.2420, -2.2671, -0.2146], [-4.8878, -2.3185, -2.1310], [-4.4631, -0.7456, -4.0510]],
  "forces_ev_per_angstrom": [[-0.3, -0.2, 0.0], [0.5, -0.3, -0.1], [-0.9, 1.5, 0.7], [0.1, -0.5, -0.3], [0.3, -1.0, -0.9], [-0.2, 0.5, 1.0], [1.7, 1.0, -0.2], [-0.5, -0.1, -0.1], [-0.2, 0.0, 0.1], [0.0, 0.0, 0.0], [0.0, 0.0, 0.0], [0.0, 0.0, 0.0], [0.2, -0.1, -0.2], [0.0, -0.8, -0.2], [0.3, 0.3, -0.2], [-0.1, 0.0, 0.1], [0.0, 0.1, 0.0], [0.0, 0.0, 0.1], [0.0, -0.1, 0.1], [0.0, 0.0, 0.0], [-0.1, 0.2, -0.1], [0.0, 0.0, 0.0], [0.0, 0.0, 0.0], [0.0, 0.0, 0.0], [0.0, 0.0, 0.0], [0.0, 0.0, 0.0], [0.0, 0.0, 0.0], [0.0, 0.0, 0.0], [0.0, 0.0, 0.0], [0.0, 0.0, 0.0], [0.2, -0.1, 0.0], [-0.4, -0.3, -0.1], [0.2, 0.0, -0.5], [0.1, 0.1, 0.2], [0.0, 0.2, 0.0], [-1.3, -0.8, 0.3], [0.4, 0.0, 0.5], [-0.2, 0.0, -0.3], [0.1, -0.1, 0.3], [0.0, 0.2, -0.2], [-0.3, -0.1, -0.2], [0.0, 0.0, 0.1], [-0.1, 0.1, -0.2], [0.6, 0.3, 0.0], [-0.1, 0.0, -0.1], [0.0, 0.0, 0.0], [0.0, 0.0, 0.0]],
  "relative_energy_kcal_mol": 253.00,
  "fmax_ev_per_a": 2.005,
  "homo_lumo_gap_ev": [4.95, 4.72],
  "total_charge": -2
}

---

[2]
{
  "formula": "C19H14AsClGaN4O4S4Se",
  "method": "ωB97M-V/def2-TZVPD",
  "species": ["Ga", "S", "As", "S", "S", "S", "O", "C", "O", "C", "C", "Cl", "N", "N", "C", "C", "O", "O", "C", "C", "C", "C", "C", "C", "H", "H", "H", "H", "H", "H", "C", "N", "C", "Se", "N", "C", "C", "C", "C", "C", "C", "H", "H", "H", "H", "H", "H", "H", "H"],
  "xyz": [[0.7119, 1.4755, 1.4055], [4.0198, -0.1881, 3.7301], [3.0495, 1.5814, 3.2467], [2.8868, 1.7628, 0.8975], [0.6797, 1.4537, 3.6317], [3.8364, 3.2819, 4.1056], [-3.8227, 5.1843, 0.8259], [-4.4537, 4.0611, 1.0873], [-5.6297, 4.0381, 1.3602], [-3.6648, 2.7901, 1.0280], [-4.2085, 1.5205, 1.2033], [-5.8179, 1.1409, 1.5537], [-3.2126, 0.6041, 1.1064], [-2.0432, 1.2236, 0.9013], [-2.2875, 2.5240, 0.8336], [-1.1654, 3.4315, 0.4657], [-1.3748, 4.6141, 0.2274], [-0.0252, 2.8703, 0.3582], [-3.2656, -0.8064, 1.0873], [-4.3832, -1.4998, 0.6371], [-4.3354, -2.8806, 0.5536], [-3.1841, -3.5743, 0.8888], [-2.0755, -2.8772, 1.3386], [-2.1187, -1.5006, 1.4485], [-2.8517, 5.0628, 0.5820], [-5.2794, -0.9778, 0.3469], [-5.2102, -3.4117, 0.2085], [-3.1511, -4.6515, 0.7998], [-1.1617, -3.3956, 1.5896], [-1.2635, -0.9508, 1.8163], [4.5238, -1.2840, 0.1789], [3.3822, -1.2758, -0.6935], [2.0920, -1.2082, -0.3187], [1.3575, -1.5772, 1.2935], [1.3327, -0.9961, -1.4267], [2.1341, -0.9791, -2.5402], [1.8629, -0.8936, -3.8956], [2.9420, -1.0041, -4.7583], [4.2402, -1.1829, -4.2889], [4.5182, -1.2581, -2.9351], [3.4469, -1.1589, -2.0638], [4.1901, -1.2893, 1.2168], [5.1065, -0.3753, 0.0149], [5.1409, -2.1623, -0.0076], [0.3374, -0.8467, -1.3834], [0.8556, -0.7658, -4.2641], [2.7680, -0.9642, -5.8234], [5.0474, -1.2786, -5.0008], [5.5226, -1.4058, -2.5685]],
  "forces_ev_per_angstrom": [[0.9, 0.2, 0.6], [-0.1, -0.3, 0.0], [0.0, -0.2, -0.2], [-0.4, 0.0, 0.6], [0.4, 0.0, -0.8], [-0.2, 0.4, -0.1], [0.3, 0.3, -0.1], [0.0, -0.2, 0.0], [0.0, 0.1, 0.0], [0.0, -0.4, 0.1], [0.1, 0.7, 0.0], [-0.2, -0.2, 0.1], [-0.3, 0.9, 0.2], [0.6, 0.2, -0.3], [-0.6, -0.4, 0.1], [-0.3, 0.0, 0.1], [0.0, 0.1, 0.0], [0.4, -0.3, -0.1], [0.1, -0.9, 0.0], [0.0, 0.2, -0.1], [0.0, 0.0, 0.0], [0.0, 0.0, 0.0], [0.0, -0.1, 0.0], [0.0, 0.3, 0.2], [-0.2, -0.2, 0.1], [0.0, 0.0, -0.1], [-0.1, -0.1, 0.0], [0.0, 0.0, 0.0], [0.0, 0.0, 0.0], [-0.1, -0.1, -0.1], [0.4, -0.1, 0.5], [-0.6, 0.2, -0.2], [-0.4, -0.5, 0.0], [-0.3, 0.5, 0.6], [0.3, 0.2, 0.0], [0.7, 0.0, -0.3], [0.1, 0.0, 0.2], [-0.1, 0.0, -0.1], [0.1, 0.0, -0.1], [-0.1, 0.0, 0.2], [-0.2, 0.1, -0.8], [0.0, 0.1, 0.0], [-0.1, -0.1, 0.0], [0.0, -0.1, -0.1], [0.1, -0.2, 0.1], [-0.1, 0.0, 0.0], [0.0, 0.0, -0.1], [0.0, 0.0, 0.0], [0.1, 0.0, 0.0]],
  "relative_energy_kcal_mol": 23.27,
  "fmax_ev_per_a": 1.049,
  "homo_lumo_gap_ev": 6.50,
  "total_charge": -1
}

---

[3]
{
  "formula": "C19H14ClFeN3O2SSe",
  "method": "ωB97M-V/def2-TZVPD",
  "species": ["Fe", "Cl", "C", "C", "C", "C", "O", "C", "C", "O", "C", "H", "H", "H", "H", "N", "C", "N", "C", "C", "C", "C", "C", "C", "S", "H", "H", "H", "H", "H", "H", "Se", "C", "C", "C", "N", "C", "C", "H", "H", "H", "H"],
  "xyz": [[-0.3277, 0.1248, 0.0724], [-0.3652, 4.2698, 6.1320], [-0.3308, 3.0719, 4.8703], [-0.2013, 1.7106, 5.2157], [-0.1754, 0.7405, 4.2565], [-0.2905, 1.0656, 2.8755], [-0.2955, 0.1225, 2.0004], [-0.3997, 2.4442, 2.5458], [-0.4501, 2.9099, 1.2014], [-0.4563, 2.2226, 0.1664], [-0.4208, 3.4314, 3.5634], [-0.1216, 1.4435, 6.2617], [-0.0771, -0.3042, 4.5186], [-0.4763, 4.0024, 1.0774], [-0.5097, 4.4753, 3.2881], [2.1747, 2.1126, -1.1395], [2.5276, 0.8939, -0.6895], [1.6749, -0.0700, -0.4522], [2.3508, -1.2386, -0.0667], [1.7414, -2.4526, 0.2283], [2.5414, -3.5178, 0.5994], [3.9297, -3.3871, 0.6739], [4.5439, -2.1848, 0.3706], [3.7358, -1.1201, -0.0023], [4.2044, 0.4966, -0.4570], [1.2047, 2.3846, -1.0416], [2.8589, 2.8481, -1.1400], [0.6643, -2.5562, 0.1630], [2.0824, -4.4699, 0.8292], [4.5336, -4.2335, 0.9715], [5.6196, -2.0825, 0.4189], [-1.8904, -0.9854, -1.3415], [-3.5208, -0.4192, -0.5227], [-4.4372, 0.3432, -1.2374], [-5.6348, 0.6922, -0.6313], [-5.9749, 0.3484, 0.6093], [-5.0866, -0.3792, 1.2852], [-3.8637, -0.7853, 0.7746], [-4.2230, 0.6590, -2.2494], [-6.3600, 1.2863, -1.1782], [-5.3662, -0.6582, 2.2960], [-3.1874, -1.3764, 1.3780]],
  "forces_ev_per_angstrom": [[-0.4, 0.3, 0.2], [0.0, 0.0, 0.0], [0.0, 0.0, 0.1], [0.0, 0.0, 0.1], [0.0, 0.0, -0.1], [-0.1, -0.2, 0.0], [0.1, 0.0, 0.2], [0.1, 0.2, -0.1], [-0.1, -0.1, 0.1], [0.2, 0.0, -0.1], [0.0, 0.0, 0.0], [0.0, 0.0, 0.0], [0.0, 0.0, 0.0], [-0.1, 0.0, 0.0], [0.0, 0.0, 0.0], [0.0, 0.1, 0.1], [-0.2, 0.0, -0.2], [0.5, -0.1, 0.1], [-0.2, 0.1, -0.1], [0.0, 0.0, 0.1], [0.0, 0.0, 0.0], [0.0, 0.0, 0.0], [0.0, 0.0, 0.0], [0.1, -0.1, 0.0], [0.1, 0.0, 0.0], [0.0, 0.0, 0.0], [0.0, 0.0, 0.0], [0.0, 0.0, 0.0], [0.0, 0.0, 0.0], [0.0, 0.0, 0.0], [0.0, 0.0, 0.0], [0.0, -0.3, -0.4], [0.0, 0.0, 0.1], [0.0, 0.0, 0.0], [0.0, 0.0, 0.0], [0.1, 0.0, 0.0], [0.0, 0.0, 0.0], [0.0, 0.0, 0.0], [0.0, 0.0, 0.0], [0.0, 0.0, 0.0], [0.0, 0.0, 0.0], [0.0, 0.0, 0.0]],
  "relative_energy_kcal_mol": 6.01,
  "spin_multiplicity": 5,
  "fmax_ev_per_a": 0.510,
  "homo_lumo_gap_ev": [7.31, 7.40],
  "s2": 6.0142,
  "total_charge": 0
}

---

[4]
{
  "formula": "C19H14FGdN2O2S5",
  "method": "ωB97M-V/def2-TZVPD",
  "species": ["Gd", "O", "C", "C", "C", "C", "C", "C", "C", "N", "C", "C", "N", "C", "C", "C", "C", "C", "C", "C", "O", "H", "H", "H", "H", "H", "H", "H", "H", "H", "H", "H", "H", "H", "H", "S", "C", "S", "C", "C", "S", "S", "S", "F"],
  "xyz": [[0.9919, -0.2538, -0.2995], [2.0264, -1.6211, 1.1659], [2.6604, -1.2031, 2.1980], [3.9544, -1.6996, 2.5215], [4.6387, -1.2733, 3.6281], [4.0792, -0.3477, 4.5092], [2.8348, 0.1687, 4.2360], [2.1200, -0.2249, 3.1042], [0.8769, 0.4028, 2.7555], [0.4809, 1.4953, 3.2805], [-0.6608, 2.1552, 2.7142], [-0.4053, 2.6275, 1.2603], [-0.7365, 1.5603, 0.3567], [-1.7837, 1.6942, -0.3671], [-2.3652, 0.6656, -1.1734], [-3.3801, 1.0052, -2.0771], [-3.9613, 0.0705, -2.8966], [-3.5616, -1.2643, -2.8018], [-2.6162, -1.6456, -1.8894], [-1.9481, -0.7063, -1.0541], [-1.0464, -1.0886, -0.2227], [4.3968, -2.4212, 1.8490], [5.6307, -1.6601, 3.8285], [4.6347, -0.0246, 5.3799], [2.3673, 0.8825, 4.8998], [0.2957, -0.1178, 1.9586], [-0.8614, 3.0295, 3.3436], [-1.5555, 1.5109, 2.7062], [0.6558, 2.8713, 1.1446], [-1.0163, 3.5297, 1.0703], [-2.3234, 2.6599, -0.3640], [-3.6760, 2.0456, -2.1472], [-4.6978, 0.3598, -3.6290], [-3.9964, -1.9953, -3.4721], [-2.3233, -2.6836, -1.7944], [-2.2095, -2.1947, -6.7136], [-1.2436, -1.6947, -5.4694], [-1.1047, -0.0488, -4.9525], [0.0584, -0.3019, -3.6548], [0.4747, -1.5886, -3.4679], [1.6078, -2.1417, -2.2974], [-0.2283, -2.7698, -4.5662], [0.5658, 1.0716, -2.7599], [2.3519, 1.1664, 0.1601]],
  "forces_ev_per_angstrom": [[0.3, -0.9, -1.4], [-0.2, -0.2, -0.3], [0.3, 0.3, 1.1], [-0.2, -0.1, -0.3], [0.0, 0.0, 0.1], [0.2, 0.1, 0.2], [-0.2, -0.1, -0.1], [0.8, -0.7, -0.1], [-0.8, 0.3, -0.2], [0.6, -0.5, 0.0], [-0.3, 0.3, -0.2], [-0.1, 0.3, 0.4], [-0.3, 0.2, -0.3], [0.2, 0.2, 0.5], [-0.1, -0.8, -0.3], [0.1, 0.0, 0.1], [-0.2, 0.1, -0.1], [-0.1, 0.1, 0.0], [0.2, -0.1, 0.3], [-0.8, 0.4, -0.2], [-0.7, -0.4, 0.2], [0.0, -0.1, -0.1], [0.1, -0.1, 0.0], [0.0, 0.0, 0.1], [0.0, 0.1, 0.0], [0.0, 0.4, 0.8], [-0.2, -0.1, -0.1], [0.1, 0.2, 0.0], [-0.1, 0.1, 0.1], [0.1, -0.1, 0.0], [0.1, -0.1, 0.0], [0.0, 0.1, 0.0], [-0.1, 0.1, -0.1], [0.0, -0.1, 0.0], [0.1, 0.0, 0.0], [-0.5, -0.2, -0.5], [0.6, 0.3, 0.5], [0.3, -0.9, 0.1], [-0.1, -0.5, -0.3], [-0.4, 0.4, -0.4], [0.4, -0.4, 0.3], [-0.3, 0.7, 0.0], [0.2, 0.6, -0.1], [0.7, 1.1, 0.5]],
  "relative_energy_kcal_mol": 0.00,
  "spin_multiplicity": 8,
  "fmax_ev_per_a": 1.679,
  "homo_lumo_gap_ev": [5.49, 5.51],
  "s2": 15.8690,
  "total_charge": -2
}

---

[5]
{
  "formula": "C19H14FeN3O7SSe4",
  "method": "ωB97M-V/def2-TZVPD",
  "species": ["Fe", "O", "C", "C", "C", "N", "C", "C", "C", "O", "O", "C", "O", "O", "H", "H", "H", "Se", "Se", "Se", "Se", "C", "C", "C", "C", "C", "C", "C", "S", "O", "O", "N", "C", "C", "C", "C", "C", "N", "H", "H", "H", "H", "H", "H", "H", "H", "H", "H", "H"],
  "xyz": [[-0.2680, 0.5117, -1.3978], [-3.8097, 5.1107, -3.6294], [-2.9979, 4.1476, -3.0900], [-1.6253, 4.1500, -3.3141], [-0.8762, 3.1381, -2.7425], [-1.4506, 2.2013, -2.0048], [-2.7592, 2.1862, -1.7839], [-3.5886, 3.1602, -2.3073], [-3.2048, 0.9930, -0.9338], [-4.3159, 1.0400, -0.4083], [-2.3301, 0.0745, -0.8782], [0.6375, 2.9583, -2.8981], [1.2749, 3.9011, -3.3696], [1.0425, 1.8204, -2.5200], [-3.2607, 5.6985, -4.1581], [-1.1302, 4.9053, -3.9122], [-4.6511, 3.1412, -2.1167], [-0.6188, -0.7651, -3.5649], [-1.0487, -2.1028, -5.3257], [-0.2681, -4.2706, -2.2495], [-0.0514, -2.0992, -1.7170], [1.4481, -5.9429, 2.8206], [1.7506, -4.5568, 2.3252], [3.0617, -4.1660, 2.0592], [3.3365, -2.9241, 1.5185], [2.2988, -2.0450, 1.2415], [0.9939, -2.4074, 1.5231], [0.7271, -3.6582, 2.0637], [2.7102, -0.5136, 0.4134], [3.2421, -0.8949, -0.8654], [3.5959, 0.1872, 1.3210], [1.3224, 0.2353, 0.1895], [0.7183, 0.9776, 1.1705], [1.0496, 1.0801, 2.5365], [0.2485, 1.8538, 3.3451], [-0.8617, 2.5154, 2.8208], [-1.1168, 2.3528, 1.4742], [-0.3558, 1.6158, 0.6779], [2.2726, -6.3425, 3.4132], [1.2847, -6.6179, 1.9776], [0.5450, -5.9562, 3.4311], [3.8742, -4.8556, 2.2608], [4.3530, -2.6301, 1.2908], [0.1807, -1.7281, 1.3032], [-0.3010, -3.9446, 2.2495], [1.9172, 0.5709, 2.9225], [0.4853, 1.9423, 4.3998], [-1.5082, 3.1261, 3.4349], [-1.9726, 2.8264, 1.0034]],
  "forces_ev_per_angstrom": [[-0.2, 1.9, 1.1], [0.0, 0.0, 0.0], [0.0, 0.0, 0.0], [0.0, 0.0, 0.1], [-0.1, 0.0, 0.1], [-0.1, -0.2, -0.4], [0.1, 0.1, 0.0], [0.1, 0.1, 0.0], [0.0, 0.0, -0.1], [-0.1, 0.0, 0.0], [0.1, 0.0, 0.2], [-0.1, -0.1, -0.1], [0.0, 0.0, -0.1], [0.1, 0.1, 0.3], [0.0, 0.0, 0.0], [0.0, 0.0, 0.0], [0.0, 0.0, 0.0], [-0.1, -0.7, -1.0], [0.0, 0.0, 0.0], [0.0, 0.1, 0.0], [0.0, -1.1, -0.2], [0.0, 0.0, 0.0], [0.0, 0.0, 0.0], [0.0, 0.0, 0.0], [0.1, 0.0, 0.0], [0.0, 0.0, -0.1], [-0.1, 0.1, 0.0], [0.0, 0.0, 0.0], [0.0, -0.1, -0.1], [0.0, 0.0, 0.1], [0.0, 0.0, 0.1], [0.1, 0.0, 0.0], [0.0, 0.0, -0.1], [0.0, 0.0, 0.0], [-0.1, 0.0, 0.0], [0.1, 0.0, 0.1], [-0.1, 0.0, -0.1], [0.1, -0.2, 0.1], [0.0, 0.0, 0.0], [0.0, 0.0, 0.0], [0.0, 0.0, 0.0], [0.0, 0.0, 0.0], [0.0, 0.0, 0.0], [0.0, 0.0, 0.0], [0.0, 0.0, 0.0], [0.0, 0.0, 0.0], [0.0, 0.0, 0.0], [0.0, 0.0, 0.0], [0.0, 0.0, 0.0]],
  "spin_multiplicity": 6,
  "fmax_ev_per_a": 2.229,
  "homo_lumo_gap_ev": [5.75, 5.19],
  "s2": 8.7711,
  "total_charge": -2
}

---

[6]
{
  "formula": "C19H14N3O2PtS3",
  "method": "ωB97M-V/def2-TZVPD",
  "species": ["Pt", "S", "C", "S", "S", "C", "C", "N", "C", "C", "C", "C", "C", "C", "C", "C", "N", "C", "N", "H", "H", "H", "H", "H", "H", "H", "H", "H", "O", "C", "O", "C", "C", "C", "C", "C", "C", "H", "H", "H", "H", "H"],
  "xyz": [[-0.2001, 1.9264, -1.5611], [0.1011, 6.3467, -0.8646], [-0.0287, 4.7470, -1.1899], [-1.4776, 3.8107, -1.4283], [1.2915, 3.6104, -1.4005], [1.7977, -1.8378, -2.3264], [0.9495, -0.7492, -2.3459], [1.2237, 0.3787, -1.6800], [2.3294, 0.4290, -0.9465], [3.2062, -0.6400, -0.8143], [2.9418, -1.7864, -1.5477], [4.3798, -0.5164, 0.0691], [4.3911, -0.0689, 1.3262], [3.2304, 0.2560, 2.1780], [3.4057, 0.9529, 3.3687], [2.2758, 1.1890, 4.1311], [1.0647, 0.7783, 3.7687], [1.0031, 0.1245, 2.6085], [2.0190, -0.1633, 1.8099], [1.5388, -2.7231, -2.8896], [0.0298, -0.7510, -2.9117], [2.5215, 1.3589, -0.4277], [3.6032, -2.6423, -1.4800], [5.3353, -0.7950, -0.3662], [5.3543, 0.0461, 1.8123], [4.3801, 1.3038, 3.6810], [2.3434, 1.7291, 5.0698], [0.0259, -0.2099, 2.2774], [-1.0618, -1.1760, -0.3783], [-1.9495, -0.4892, -0.8843], [-1.8123, 0.5695, -1.5892], [-3.3976, -0.9053, -0.6880], [-4.4425, -0.0944, -1.1163], [-5.7584, -0.4907, -0.9228], [-6.0379, -1.7018, -0.3037], [-4.9965, -2.5124, 0.1294], [-3.6818, -2.1124, -0.0604], [-4.2021, 0.8461, -1.5929], [-6.5683, 0.1489, -1.2522], [-7.0655, -2.0124, -0.1566], [-5.2111, -3.4545, 0.6197], [-2.8510, -2.7192, 0.2753]],
  "forces_ev_per_angstrom": [[0.2, -0.4, -0.1], [0.0, 0.0, 0.0], [0.0, -0.2, -0.2], [0.1, 0.1, 0.2], [-0.1, 0.3, 0.1], [-0.1, 0.0, 0.0], [0.0, 0.0, -0.1], [-0.1, -0.2, 0.1], [0.0, 0.1, 0.0], [0.0, 0.0, -0.1], [0.0, 0.0, 0.1], [0.0, 0.0, 0.0], [0.0, 0.0, 0.0], [0.0, 0.0, 0.0], [0.0, 0.0, 0.0], [0.0, 0.0, 0.0], [0.0, 0.0, 0.0], [-0.1, 0.0, 0.0], [0.0, -0.1, 0.0], [0.0, 0.0, 0.0], [0.0, 0.0, 0.0], [-0.1, 0.0, 0.0], [0.0, 0.0, 0.0], [0.0, 0.0, 0.0], [0.0, 0.0, 0.0], [0.0, 0.0, 0.0], [0.0, 0.0, 0.0], [0.0, 0.0, 0.0], [0.0, 0.1, 0.0], [0.0, 0.0, 0.1], [-0.1, 0.1, -0.2], [0.0, 0.0, -0.1], [0.0, 0.0, 0.0], [0.0, 0.0, 0.0], [0.0, 0.0, 0.0], [0.0, 0.0, 0.0], [0.0, 0.0, 0.0], [0.0, 0.0, 0.0], [0.0, 0.0, 0.0], [0.0, 0.0, 0.0], [0.0, 0.0, 0.0], [0.0, 0.0, 0.0]],
  "relative_energy_kcal_mol": 2.38,
  "fmax_ev_per_a": 0.435,
  "homo_lumo_gap_ev": 6.41,
  "total_charge": -1
}